No. 1
Formula: C31H44FN4O8PS2
Source: the OMol25 dataset
Level of theory: the ωB97M-V functional and the def2-TZVPD basis

As for the total energy: -3266.0672 Eh. The gap between HOMO and LUMO is 0.1489 hartree. Its net charge is -2.

Each line ends with the Mulliken charge.
Cartesian coordinates (Å):
C: 3.679 1.384 2.386  -1.600
C: 2.570 0.573 1.660  0.771
C: 1.797 1.513 0.773  -0.633
F: 2.691 2.161 -0.107  -0.604
C: 0.592 0.907 -0.037  1.911
C: 0.761 1.210 -1.519  -1.517
C: 1.683 0.343 -2.392  -1.730
C: 2.956 -0.321 -1.860  1.672
S: 3.447 -1.318 -3.286  -0.189
C: 5.099 -1.325 -3.595  0.000
S: 5.772 -2.402 -4.634  -0.306
N: 5.914 -0.361 -2.927  0.208
C: 6.261 -0.387 -1.604  -0.181
C: 7.037 0.724 -1.404  -0.435
N: 7.155 1.443 -2.568  -0.759
C: 6.469 0.763 -3.459  -0.071
N: 0.638 -0.545 0.314  1.045
C: -0.568 -0.983 0.843  -1.583
O: -0.737 -1.928 1.563  -0.601
C: -1.650 -0.022 0.358  1.644
C: -1.901 -0.536 -1.100  -1.361
C: -2.478 -1.966 -1.140  0.083
C: -1.720 -2.882 -2.120  -0.112
C: -1.667 -4.306 -1.640  -1.024
O: -3.030 -4.840 -1.509  -0.352
C: -3.235 -5.557 -0.390  0.600
C: -3.516 -4.780 0.857  -0.580
O: -3.243 -6.753 -0.398  -0.616
C: -2.969 -0.156 1.091  -1.141
O: -4.088 0.247 0.289  -0.153
O: -5.226 -0.400 0.884  -0.540
C: -0.850 1.291 0.532  1.736
C: -1.406 2.499 -0.205  -0.324
C: -0.644 3.680 -0.220  -0.116
C: -1.101 4.810 -0.876  -0.968
C: -2.323 4.722 -1.542  -0.649
C: -2.993 3.507 -1.499  -0.687
N: -2.571 2.423 -0.845  -0.107
P: -0.873 1.903 2.301  -0.164
C: -2.075 3.212 2.718  -0.675
C: -3.575 3.034 2.406  -1.001
C: -0.622 0.671 3.622  -0.453
C: -1.861 0.056 4.309  -1.182
H: 3.389 2.427 2.503  0.319
H: 4.598 1.339 1.808  0.316
H: 3.874 0.938 3.358  0.450
H: 3.058 -0.217 1.096  -0.114
H: 1.925 0.171 2.430  -0.084
H: 1.441 2.313 1.420  0.733
H: 1.002 2.255 -1.683  0.963
H: -0.226 1.098 -1.962  0.382
H: 1.976 0.952 -3.250  0.395
H: 1.062 -0.453 -2.807  0.424
H: 3.766 0.358 -1.606  0.698
H: 2.836 -1.076 -1.030  -1.599
H: 5.954 -1.146 -0.906  0.479
H: 7.502 1.011 -0.479  0.435
H: 6.348 1.022 -4.494  0.407
H: 0.853 -1.258 -0.437  -0.423
H: -2.539 0.145 -1.651  0.801
H: -0.981 -0.594 -1.667  -0.107
H: -2.414 -2.434 -0.165  -0.636
H: -3.515 -1.941 -1.466  0.434
H: -2.176 -2.829 -3.111  0.465
H: -0.668 -2.605 -2.184  -0.196
H: -1.088 -4.925 -2.318  0.554
H: -1.164 -4.329 -0.674  0.421
H: -3.697 -5.468 1.675  0.392
H: -4.380 -4.131 0.737  0.229
H: -2.672 -4.148 1.128  0.089
H: -3.013 0.412 2.019  0.223
H: -3.135 -1.197 1.358  0.452
H: -5.791 0.354 1.091  0.317
H: 0.299 3.703 0.306  0.437
H: -0.530 5.726 -0.870  0.478
H: -2.728 5.565 -2.080  0.420
H: -3.931 3.411 -2.033  0.451
H: -1.982 3.341 3.797  0.617
H: -1.750 4.158 2.297  0.481
H: -4.077 4.000 2.355  0.352
H: -3.762 2.478 1.492  0.160
H: -4.062 2.484 3.213  0.292
H: 0.006 -0.150 3.288  0.133
H: -0.057 1.181 4.400  0.779
H: -1.637 -0.200 5.342  0.470
H: -2.705 0.742 4.278  0.135
H: -2.150 -0.863 3.804  0.195
C: 2.333 -3.251 -0.570  0.331
O: 1.336 -2.793 -1.308  -0.611
O: 3.128 -2.391 0.015  -0.698
O: 2.545 -4.495 -0.487  -0.894

No. 2
Formula: C24H94N6O20
Source: the OMol25 dataset
Level of theory: the ωB97M-V functional and the def2-TZVPD basis

The relative energy (zero: lowest compared OMol25 entry of this formula, charge and spin) is 135.92 kcal/mol. As for the total energy: -2803.8252 Eh. The gap between HOMO and LUMO is 0.3333 hartree.

Each line ends with the Mulliken charge.
Cartesian coordinates (Å):
C: 1.576 -0.479 2.463  -1.295
C: 0.255 -0.617 1.735  0.449
C: 0.147 -1.553 0.486  -0.652
O: 1.139 -1.123 -0.497  -0.253
C: 0.922 -1.593 -1.839  -0.923
N: -0.670 -0.997 2.801  -0.678
H: 2.252 0.057 1.797  0.276
H: 2.105 -1.426 2.565  0.301
H: 1.595 -0.100 3.485  0.410
H: -0.072 0.324 1.294  0.244
H: -0.875 -1.528 0.107  0.337
H: 0.241 -2.551 0.913  0.302
H: 1.812 -1.485 -2.459  0.293
H: 0.334 -0.853 -2.382  0.354
H: 0.572 -2.591 -2.103  0.343
H: -0.481 -0.333 3.538  0.240
H: -1.571 -0.671 2.480  0.262
C: 1.362 10.318 8.081  -1.334
C: 1.126 9.625 6.769  0.440
C: -0.385 9.357 6.471  -0.612
O: -0.641 8.874 5.101  -0.361
C: -0.318 7.428 5.028  -0.701
N: 1.571 10.561 5.791  -0.731
H: 1.129 11.383 8.080  0.319
H: 2.413 10.218 8.354  0.342
H: 0.757 9.905 8.888  0.341
H: 1.760 8.765 6.554  0.227
H: -0.923 10.304 6.511  0.345
H: -0.774 8.691 7.241  0.310
H: -0.729 6.831 5.842  0.317
H: 0.740 7.191 5.140  0.265
H: -0.615 7.084 4.037  0.284
H: 1.266 10.258 4.877  0.279
H: 1.082 11.441 5.873  0.269
C: 7.190 -6.716 -7.324  -1.423
C: 5.895 -7.010 -6.644  0.360
C: 5.839 -6.535 -5.182  -0.634
O: 4.650 -7.042 -4.578  -0.298
C: 4.462 -6.677 -3.198  -0.678
N: 4.905 -6.299 -7.470  -0.742
H: 7.440 -5.656 -7.379  0.313
H: 7.131 -7.139 -8.326  0.365
H: 7.983 -7.259 -6.808  0.378
H: 5.675 -8.075 -6.720  0.362
H: 5.957 -5.451 -5.154  0.354
H: 6.659 -6.974 -4.614  0.340
H: 3.407 -6.839 -2.975  0.230
H: 4.771 -5.639 -3.077  0.309
H: 4.944 -7.346 -2.486  0.252
H: 3.954 -6.473 -7.175  0.255
H: 4.997 -5.317 -7.252  0.256
C: -6.051 -0.315 -3.597  -1.446
C: -5.455 -0.411 -4.995  0.629
C: -4.477 0.687 -5.228  -0.708
O: -4.046 0.703 -6.586  -0.312
C: -2.911 1.520 -6.783  -0.744
N: -5.001 -1.805 -5.272  -0.803
H: -5.291 -0.345 -2.816  0.348
H: -6.719 -1.166 -3.465  0.357
H: -6.641 0.581 -3.406  0.387
H: -6.294 -0.262 -5.673  0.216
H: -3.659 0.455 -4.546  0.359
H: -4.947 1.632 -4.957  0.355
H: -2.556 1.441 -7.810  0.250
H: -2.041 1.222 -6.198  0.301
H: -3.241 2.534 -6.558  0.323
H: -4.875 -1.989 -6.257  0.243
H: -5.708 -2.507 -5.107  0.247
C: -6.250 -5.712 2.847  -1.296
C: -6.413 -6.257 1.393  0.624
C: -5.810 -7.598 1.096  -0.680
O: -4.405 -7.648 1.208  -0.251
C: -3.784 -8.652 0.538  -0.752
N: -7.873 -6.214 1.207  -0.754
H: -6.892 -4.837 2.953  0.376
H: -5.252 -5.341 3.078  0.287
H: -6.484 -6.468 3.596  0.295
H: -6.053 -5.509 0.688  0.215
H: -6.060 -7.814 0.057  0.296
H: -6.298 -8.295 1.778  0.323
H: -4.128 -8.782 -0.488  0.313
H: -4.116 -9.609 0.940  0.326
H: -2.711 -8.462 0.561  0.231
H: -8.167 -6.571 0.309  0.221
H: -8.235 -5.273 1.250  0.229
C: 1.287 6.943 -2.432  -1.452
C: 2.289 6.023 -1.818  0.446
C: 3.052 6.625 -0.672  -0.855
O: 3.884 5.597 -0.042  -0.270
C: 4.514 6.123 1.134  -0.818
N: 1.475 4.876 -1.367  -0.719
H: 0.844 6.461 -3.304  0.347
H: 1.732 7.849 -2.844  0.375
H: 0.507 7.315 -1.769  0.341
H: 3.035 5.593 -2.486  0.380
H: 2.250 7.044 -0.064  0.387
H: 3.703 7.351 -1.157  0.393
H: 3.834 6.540 1.876  0.307
H: 5.254 6.904 0.957  0.321
H: 5.021 5.406 1.779  0.292
H: 1.958 4.822 -0.482  0.262
H: 1.770 3.993 -1.759  0.267
O: -1.087 -5.517 4.436  -0.639
H: -1.669 -5.781 3.724  0.308
H: -1.006 -4.568 4.341  0.322
O: 2.284 3.880 8.496  -0.633
H: 2.301 4.677 9.026  0.319
H: 3.130 3.464 8.661  0.318
O: -0.180 -7.392 -6.807  -0.635
H: -0.814 -6.675 -6.832  0.324
H: 0.367 -7.202 -6.045  0.311
O: -1.441 1.535 8.819  -0.643
H: -1.598 1.686 9.751  0.320
H: -0.737 2.143 8.592  0.321
O: 8.115 0.209 3.165  -0.640
H: 8.552 -0.128 3.947  0.320
H: 8.746 0.819 2.782  0.320
O: -3.724 4.488 -0.735  -0.640
H: -3.976 5.036 -1.479  0.315
H: -2.774 4.396 -0.817  0.322
O: -1.111 -2.699 -8.275  -0.639
H: -1.648 -1.977 -7.950  0.311
H: -0.375 -2.272 -8.713  0.327
O: -5.844 1.802 2.802  -0.634
H: -6.797 1.770 2.717  0.318
H: -5.549 2.271 2.021  0.316
O: -2.503 -3.956 8.439  -0.637
H: -2.004 -4.486 7.817  0.326
H: -2.441 -3.064 8.099  0.310
O: 4.898 1.215 -6.301  -0.643
H: 5.178 0.932 -5.431  0.324
H: 5.545 1.872 -6.560  0.318
O: 5.036 1.273 -1.615  -0.609
H: 5.182 1.899 -0.906  0.310
H: 4.125 0.999 -1.510  0.299
O: -5.716 0.736 7.139  -0.645
H: -5.683 0.894 6.196  0.322
H: -4.809 0.831 7.431  0.318
O: 3.399 -3.107 9.150  -0.633
H: 3.535 -3.243 8.213  0.319
H: 3.537 -2.169 9.279  0.314
O: 2.626 -0.800 -10.425  -0.641
H: 2.276 -0.047 -10.901  0.318
H: 3.130 -0.416 -9.707  0.323

No. 3
Formula: C10H25N3O2S2Ti
Source: the OMol25 dataset
Level of theory: the ωB97M-V functional and the def2-TZVPD basis

Its spin multiplicity is 2. The expectation value of S² is 0.75. As for the total energy: -2355.6011 Eh. The gap between HOMO and LUMO (spin up / spin down) is 0.2808 / 0.2956 hartree. Its net charge is +3.

Each line ends with the Löwdin spin population.
Cartesian coordinates (Å):
Ti: -0.139 -0.014 0.110  0.973
S: -0.303 2.413 -0.179  -0.002
S: -0.213 -2.456 -0.019  -0.002
C: -2.139 2.231 -0.026  0.014
C: -0.200 2.405 -2.025  -0.001
C: -0.562 1.118 -2.744  0.000
N: -0.010 -0.081 -2.036  -0.006
C: -0.510 -1.345 -2.659  0.000
C: -0.090 -2.564 -1.861  -0.001
H: 0.840 2.696 -2.215  0.000
H: -0.882 3.210 -2.336  0.000
H: -0.110 1.111 -3.749  0.000
H: -1.649 0.993 -2.878  0.000
H: -0.062 -1.386 -3.666  0.000
H: -1.602 -1.276 -2.793  0.000
H: 0.965 -2.815 -2.026  0.000
H: -0.729 -3.419 -2.124  0.000
C: -2.056 -2.370 0.115  0.015
H: 0.991 -0.068 -2.284  0.000
H: -2.447 -1.358 -0.085  0.001
H: -2.292 -2.668 1.142  0.000
H: -2.453 -3.108 -0.593  0.002
H: -2.389 2.565 0.986  0.000
H: -2.476 1.191 -0.177  0.001
H: -2.575 2.911 -0.768  0.002
C: 4.244 0.139 -1.224  0.000
C: 4.120 0.186 0.110  0.000
H: 4.317 1.056 -1.816  0.000
H: 4.377 -0.813 -1.746  0.000
H: 4.105 1.146 0.635  0.000
H: 4.187 -0.728 0.709  0.000
C: -2.025 0.128 4.624  0.000
O: -0.592 0.154 4.234  0.001
C: -0.230 0.079 2.970  0.001
O: -1.008 0.029 1.964  -0.006
N: 1.083 0.032 2.762  0.000
N: 1.533 0.038 1.399  0.005
H: -1.975 0.190 5.716  0.000
H: -2.499 -0.813 4.323  0.000
H: -2.565 0.994 4.221  0.000
H: 1.734 0.195 3.531  0.000
H: 2.141 0.849 1.236  0.002
H: 2.143 -0.773 1.243  0.002

No. 4
Formula: C20H22MnN2O2
Source: the OMol25 dataset
Level of theory: the ωB97M-V functional and the def2-TZVPD basis

Its spin multiplicity is 4. The expectation value of S² is 3.89. As for the total energy: -2185.5718 Eh. The gap between HOMO and LUMO (spin up / spin down) is 0.3010 / 0.1812 hartree. Its net charge is +2.

Each line ends with the Löwdin spin population.
Cartesian coordinates (Å):
C: -1.456 1.090 1.813  -0.014
C: -1.344 -0.713 2.000  -0.001
H: -0.631 1.279 2.557  0.000
H: -2.498 1.235 2.360  0.000
H: -1.418 2.009 1.054  -0.004
H: -1.089 -1.717 1.546  -0.001
H: -0.555 -0.709 2.784  0.000
H: -2.333 -0.952 2.465  0.000
C: -0.163 2.551 -1.600  0.000
C: 0.134 3.391 -2.680  -0.003
C: 0.327 2.834 -3.953  0.006
C: 0.224 1.454 -4.135  -0.001
H: -0.318 2.910 -0.564  -0.001
H: 0.211 4.465 -2.477  0.000
H: 0.553 3.481 -4.789  0.000
H: 0.356 0.964 -5.104  0.000
N: -0.270 1.220 -1.764  -0.032
C: -0.071 0.668 -3.006  0.003
C: -0.175 -0.776 -3.025  0.000
N: -0.434 -1.331 -1.797  -0.031
C: -0.595 -2.665 -1.692  0.003
C: -0.205 -2.936 -4.064  0.006
C: -0.500 -3.500 -2.814  -0.001
H: -0.817 -3.036 -0.674  0.000
H: -0.669 -4.573 -2.668  0.000
C: -0.035 -1.554 -4.187  -0.001
H: 0.176 -1.052 -5.135  0.000
H: -0.131 -3.572 -4.934  0.000
Mn: -0.747 -0.047 -0.179  2.083
C: -2.670 -0.078 -0.516  -0.097
H: -2.831 -1.065 -1.021  0.003
H: -2.829 0.725 -1.267  0.005
H: -3.266 0.044 0.415  -0.002
O: 3.285 -0.132 0.570  0.510
C: 2.145 -0.108 1.052  0.034
O: 1.051 -0.113 0.359  0.070
C: 2.026 -0.033 2.552  0.154
C: 1.926 1.221 3.155  0.066
C: 1.630 1.269 4.511  0.019
C: 1.512 0.076 5.231  0.136
C: 1.749 -1.170 4.637  0.012
C: 2.049 -1.231 3.275  0.073
H: 2.070 2.103 2.528  0.001
H: 1.464 2.236 4.968  -0.001
H: 1.204 0.111 6.269  0.006
H: 1.676 -2.104 5.194  -0.001
H: 2.278 -2.171 2.748  0.002

No. 5
Formula: C14H29O3PS2
Source: the OMol25 dataset
Level of theory: the ωB97M-V functional and the def2-TZVPD basis

Its SMILES is CCCCCC[C@@H]1C[C@@]([PH2]=S)([C@@H](C)CC)CS(=O)(=O)O1. As for the total energy: -1914.2960 Eh. The gap between HOMO and LUMO is 0.3454 hartree.

Each line ends with the Mulliken charge.
Cartesian coordinates (Å):
C: 3.406 -3.508 -0.080  -1.205
C: 4.242 -2.242 0.107  -0.280
C: 4.246 -1.349 -1.137  -0.918
C: 2.942 -0.549 -1.274  0.259
C: 3.070 0.840 -0.649  -0.774
C: 1.768 1.613 -0.424  -1.181
C: 0.600 0.773 0.034  0.617
C: -0.679 1.565 0.250  -1.873
C: -1.805 0.744 0.926  1.472
P: -2.057 1.362 2.664  0.177
S: -3.382 0.440 3.732  -0.369
C: -3.176 0.882 0.186  0.059
C: -3.520 2.340 -0.133  -1.681
C: -3.231 0.011 -1.084  -0.243
C: -4.414 0.311 -2.002  -1.590
C: -1.438 -0.751 1.022  -1.976
S: 0.153 -1.096 1.751  1.379
O: 0.091 -1.035 3.175  -0.694
O: 0.696 -2.243 1.090  -0.613
O: 0.980 0.193 1.313  -0.449
H: 3.962 -4.267 -0.633  0.399
H: 3.099 -3.937 0.874  0.302
H: 2.494 -3.296 -0.643  0.237
H: 3.845 -1.670 0.952  0.201
H: 5.268 -2.510 0.369  0.399
H: 4.406 -1.963 -2.028  0.404
H: 5.090 -0.654 -1.084  0.343
H: 2.652 -0.456 -2.325  0.268
H: 2.144 -1.113 -0.781  -0.195
H: 3.595 0.746 0.305  0.316
H: 3.714 1.449 -1.290  0.388
H: 1.937 2.378 0.340  0.374
H: 1.460 2.140 -1.332  0.384
H: 0.432 -0.046 -0.673  0.544
H: -1.010 1.946 -0.717  0.363
H: -0.429 2.442 0.859  0.391
H: -0.747 1.424 3.163  0.121
H: -2.313 2.726 2.443  0.100
H: -3.927 0.495 0.883  0.601
H: -3.250 3.022 0.673  0.386
H: -3.016 2.690 -1.036  0.350
H: -4.591 2.446 -0.299  0.452
H: -3.287 -1.040 -0.794  0.371
H: -2.298 0.126 -1.652  0.157
H: -5.347 0.373 -1.438  0.362
H: -4.531 -0.485 -2.738  0.449
H: -4.291 1.246 -2.547  0.347
H: -1.398 -1.214 0.039  0.486
H: -2.155 -1.298 1.641  0.582

No. 6
Formula: C6H10O2
Source: the OMol25 dataset
Level of theory: the ωB97M-V functional and the def2-TZVPD basis

The relative energy (zero: lowest compared OMol25 entry of this formula, charge and spin) is 125.36 kcal/mol. As for the total energy: -384.9026 Eh. The gap between HOMO and LUMO (spin up / spin down) is 0.2600 / 0.3001 hartree.

Each line ends with the Mulliken charge.
Cartesian coordinates (Å):
C: -1.219 0.523 -0.086  -0.464
C: 0.826 1.380 1.464  -0.642
C: -0.918 -0.066 1.149  1.050
C: 1.467 -0.648 -1.139  -0.605
C: -1.174 -1.341 1.552  -1.244
C: 1.206 0.108 -2.185  -0.362
O: -0.269 0.831 1.988  -0.342
O: -2.005 -0.068 -1.010  -0.472
H: -1.999 -1.024 -0.864  0.297
H: -1.101 1.582 -0.249  0.520
H: 0.811 -1.415 -0.758  0.235
H: 2.384 -0.502 -0.532  0.296
H: 1.158 2.280 1.939  0.314
H: 1.320 1.165 0.529  0.363
H: -0.929 -1.651 2.551  0.303
H: -1.735 -2.027 0.943  0.258
H: 1.919 0.813 -2.590  0.247
H: 0.257 0.058 -2.702  0.248

No. 7
Formula: C4H8N2
Source: the OMol25 dataset
Level of theory: the ωB97M-V functional and the def2-TZVPD basis

The relative energy (zero: lowest compared OMol25 entry of this formula, charge and spin) is 13.59 kcal/mol. Its SMILES is CN[C@@H](C)C#N. As for the total energy: -266.7003 Eh. The gap between HOMO and LUMO is 0.3898 hartree.

Each line ends with the Mulliken charge.
Cartesian coordinates (Å):
C: 1.675 -0.634 0.108  -0.873
N: 0.597 0.004 0.850  -0.484
C: -0.399 0.540 -0.074  0.582
C: -1.283 -0.583 -0.631  -1.326
C: -1.220 1.550 0.623  0.058
N: -1.846 2.344 1.184  -0.428
H: 1.333 -1.592 -0.303  0.258
H: 2.509 -0.835 0.789  0.351
H: 2.030 -0.003 -0.732  0.316
H: 0.977 0.758 1.414  0.269
H: 0.106 1.044 -0.923  0.219
H: -2.076 -0.189 -1.273  0.393
H: -0.676 -1.267 -1.233  0.339
H: -1.726 -1.136 0.202  0.326